This record from the Open Molecules 2025 dataset describes a molecular structure, C19H31BN6Tc in a non-equilibrium geometry. The level of theory is ωB97M-V with the def2-TZVPD basis set.

## Properties
gap between HOMO and LUMO (spin up / spin down)	7.25 / 3.15	eV
2S+1	4
HOMO energy (spin up / spin down)	-14.33 / -14.37	eV
LUMO level (spin up / spin down)	-7.078 / -11.217	eV
electronic energy	-1176.0543	hartree
energy relative to the best compared isomer or geometry (same formula, charge and spin)	46.3	kcal per mole
total charge	+2
strongest force on any atom	0.08414	Eh/bohr

CARTESIAN COORDINATES (ANGSTROEM)
Tc (0.102, 0.170, 0.140)
C (-2.227, 3.621, 0.336)
C (-1.771, 3.131, -1.082)
C (-0.296, 3.444, -1.228)
C (-2.118, 1.664, -1.294)
C (-3.346, 1.150, -1.793)
C (-3.087, -0.115, -2.136)
N (-1.789, -0.457, -1.882)
N (-1.179, 0.697, -1.238)
B (-0.942, -1.765, -2.001)
N (-0.829, -2.426, -0.558)
C (-0.695, -3.687, -0.078)
C (-0.819, -3.677, 1.300)
C (-0.967, -2.357, 1.685)
N (-0.807, -1.572, 0.583)
C (-1.320, -1.841, 3.020)
C (-2.404, -0.640, 2.813)
C (-0.113, -1.520, 4.036)
N (0.494, -1.295, -2.237)
C (1.187, -1.144, -3.384)
C (2.477, -0.731, -3.120)
C (2.496, -0.565, -1.719)
N (1.267, -0.769, -1.175)
C (3.753, -0.372, -0.924)
C (4.384, 0.994, -1.256)
C (3.582, -0.666, 0.595)
H (-1.880, 4.584, 0.666)
H (-1.745, 2.919, 1.066)
H (-3.287, 3.680, 0.390)
H (-2.381, 3.697, -1.757)
H (0.234, 3.131, -0.299)
H (-0.156, 4.536, -1.357)
H (0.071, 2.902, -2.130)
H (-4.326, 1.652, -1.807)
H (-3.732, -0.801, -2.609)
H (-1.386, -2.568, -2.826)
H (-0.500, -4.470, -0.776)
H (-0.749, -4.523, 1.973)
H (-1.822, -2.726, 3.435)
H (-1.967, 0.327, 3.036)
H (-3.259, -0.637, 3.547)
H (-2.875, -0.559, 1.786)
H (-0.404, -0.585, 4.531)
H (0.825, -1.343, 3.499)
H (-0.042, -2.310, 4.846)
H (0.762, -1.464, -4.351)
H (3.253, -0.501, -3.870)
H (4.382, -1.100, -1.437)
H (3.575, 1.751, -1.281)
H (4.866, 0.954, -2.248)
H (5.102, 1.392, -0.499)
H (3.173, 0.176, 1.139)
H (4.581, -0.919, 0.965)
H (2.915, -1.538, 0.707)
C (0.322, 1.067, 1.921)
H (0.579, 2.035, 1.391)
H (1.278, 0.651, 2.308)
H (-0.445, 1.316, 2.636)

Mulliken population analysis, charges in e, atoms 1 to 6: 0.216, -1.098, 0.248, -1.292, 0.184, -1.011


This record from the Open Molecules 2025 dataset describes a molecular structure, C19H31Br21O6S3 in a non-equilibrium geometry. The level of theory is ωB97M-V with the def2-TZVPD basis set.

## Properties
gap between HOMO and LUMO	6.73	eV
HOMO energy	-7.45	eV
LUMO level	-0.717	eV
electronic energy	-56441.8367	hartree
total charge	0
strongest force on any atom	0.36259	Eh/bohr

CARTESIAN COORDINATES (ANGSTROEM)
C (24.165, -23.143, -20.024)
Br (24.379, -21.558, -21.127)
Br (25.372, -24.567, -20.547)
Br (22.279, -23.696, -20.168)
H (24.354, -22.819, -19.006)
C (23.783, -28.484, -18.513)
Br (22.727, -27.075, -19.348)
Br (25.398, -28.729, -19.622)
Br (22.773, -30.198, -18.222)
H (24.024, -28.112, -17.524)
C (29.850, -25.916, -19.684)
Br (28.779, -27.505, -19.174)
Br (28.948, -24.870, -21.108)
Br (31.643, -26.454, -20.296)
H (30.033, -25.241, -18.856)
C (27.613, -30.134, -16.046)
Br (28.526, -30.693, -14.388)
Br (26.470, -28.544, -15.994)
Br (26.493, -31.544, -16.813)
H (28.364, -29.962, -16.807)
C (21.776, -22.717, -16.546)
Br (20.810, -24.468, -16.657)
Br (21.908, -22.181, -14.684)
Br (20.730, -21.459, -17.642)
H (22.786, -22.785, -16.935)
C (23.913, -19.037, -14.662)
Br (25.806, -19.041, -14.285)
Br (23.162, -17.440, -15.437)
Br (22.782, -19.549, -13.086)
H (23.809, -19.873, -15.346)
C (23.350, -23.729, -13.222)
Br (22.720, -23.193, -11.434)
Br (23.782, -25.593, -13.126)
Br (24.951, -22.655, -13.604)
H (22.434, -23.546, -13.772)
C (24.707, -26.143, -17.520)
C (26.061, -25.397, -17.410)
C (25.868, -23.895, -17.801)
S (24.057, -23.613, -17.569)
O (23.484, -23.529, -18.902)
O (23.834, -22.584, -16.577)
C (23.649, -25.241, -16.911)
H (24.730, -27.172, -17.158)
H (24.535, -26.341, -18.584)
H (26.830, -25.890, -18.000)
H (26.294, -25.504, -16.348)
H (26.047, -23.701, -18.856)
H (26.421, -23.178, -17.199)
H (22.587, -25.449, -17.049)
H (23.752, -25.155, -15.827)
C (27.066, -26.243, -10.402)
C (28.325, -25.330, -10.433)
C (28.501, -24.877, -11.888)
S (28.001, -26.379, -12.915)
O (29.197, -27.099, -13.324)
O (27.092, -25.919, -13.919)
C (27.138, -27.228, -11.561)
H (26.180, -25.605, -10.426)
H (27.043, -26.731, -9.428)
H (29.192, -25.909, -10.117)
H (28.147, -24.481, -9.775)
H (29.511, -24.536, -12.105)
H (27.810, -24.085, -12.176)
H (27.794, -28.011, -11.183)
H (26.175, -27.554, -11.946)
C (28.109, -21.373, -20.534)
C (29.406, -20.941, -21.176)
C (30.515, -21.559, -20.366)
S (30.002, -21.455, -18.588)
O (30.701, -20.367, -17.949)
O (30.008, -22.779, -18.002)
C (28.299, -21.039, -19.018)
H (27.931, -22.437, -20.688)
H (27.290, -20.784, -20.941)
H (29.512, -19.855, -21.225)
H (29.453, -21.300, -22.206)
H (31.545, -21.222, -20.478)
H (30.596, -22.602, -20.682)
H (28.087, -19.986, -18.829)
H (27.739, -21.543, -18.228)

Mulliken population analysis, charges in e, atoms 1 to 6: 0.994, -0.157, -0.146, -0.419, -0.897, 0.437


This record from the Open Molecules 2025 dataset describes a molecular structure, C19H31Br3Cl3NO9Zr in a non-equilibrium geometry. The level of theory is ωB97M-V with the def2-TZVPD basis set.

## Properties
gap between HOMO and LUMO	5.69	eV
HOMO energy	-13.19	eV
LUMO level	-7.500	eV
electronic energy	-10623.6317	hartree
total charge	+2
strongest force on any atom	0.13404	Eh/bohr

CARTESIAN COORDINATES (ANGSTROEM)
Zr (1.542, 12.729, 0.784)
C (-1.490, 16.721, 0.574)
C (-1.842, 15.245, 0.751)
C (-3.379, 15.086, 0.581)
C (-3.774, 14.985, -0.901)
C (-2.931, 13.954, -1.639)
C (-1.425, 14.233, -1.550)
N (-1.063, 14.345, -0.136)
O (0.278, 14.365, 0.100)
C (-1.057, 15.490, -2.373)
C (-0.812, 12.995, -2.184)
C (-1.552, 14.898, 2.226)
H (-1.772, 17.355, 1.414)
H (-1.944, 17.186, -0.303)
H (-0.417, 16.877, 0.424)
H (-3.957, 15.923, 0.968)
H (-3.626, 14.165, 1.116)
H (-3.639, 15.958, -1.380)
H (-4.837, 14.768, -1.009)
H (-3.208, 13.941, -2.694)
H (-3.269, 12.994, -1.234)
H (-1.806, 16.271, -2.242)
H (-1.043, 15.355, -3.453)
H (-0.113, 15.876, -1.990)
H (0.276, 12.936, -2.222)
H (-0.993, 12.929, -3.260)
H (-1.206, 12.105, -1.697)
H (-2.085, 15.598, 2.865)
H (-0.494, 14.992, 2.469)
H (-1.813, 13.857, 2.417)
C (-1.979, 10.525, 1.398)
C (-0.689, 11.211, 1.326)
O (0.063, 11.203, 0.280)
O (-0.233, 12.034, 2.182)
H (-2.147, 9.584, 0.878)
H (-2.485, 11.131, 0.620)
H (-2.614, 10.673, 2.266)
C (-3.955, 8.611, -2.229)
Br (-3.844, 7.937, -4.051)
Br (-2.241, 9.340, -1.715)
Br (-4.525, 7.116, -1.093)
H (-4.680, 9.408, -2.297)
C (-5.549, 11.121, 3.673)
Cl (-3.976, 10.693, 4.356)
Cl (-6.832, 10.160, 4.388)
Cl (-5.460, 11.016, 1.892)
H (-5.777, 12.144, 3.941)
C (4.193, 10.259, -3.209)
C (3.205, 10.859, -4.223)
O (2.399, 11.743, -3.417)
C (2.691, 11.547, -2.163)
O (2.090, 12.096, -1.235)
O (3.638, 10.670, -1.951)
H (5.158, 10.745, -3.346)
H (4.291, 9.195, -3.399)
H (2.721, 10.034, -4.740)
H (3.792, 11.413, -4.951)
C (1.467, 14.205, 6.029)
C (1.805, 15.647, 5.622)
O (1.787, 15.540, 4.192)
C (1.509, 14.329, 3.804)
O (1.538, 13.969, 2.632)
O (1.090, 13.571, 4.800)
H (0.702, 14.289, 6.797)
H (2.306, 13.668, 6.467)
H (2.729, 16.049, 6.029)
H (1.013, 16.327, 5.929)

Mulliken population analysis, charges in e, atoms 1 to 6: 2.008, -1.757, 1.451, -1.036, -0.788, -1.115


This record from the Open Molecules 2025 dataset describes a molecular structure, C19H31CdF9OP2 in a non-equilibrium geometry. The level of theory is ωB97M-V with the def2-TZVPD basis set.

## Properties
gap between HOMO and LUMO	6.28	eV
HOMO energy	-5.66	eV
LUMO level	0.617	eV
electronic energy	-2566.9140	hartree
energy relative to the best compared isomer or geometry (same formula, charge and spin)	0.0	kcal per mole
total charge	0
strongest force on any atom	0.06012	Eh/bohr

CARTESIAN COORDINATES (ANGSTROEM)
P (0.849, -1.020, -6.198)
P (0.985, 2.138, -6.251)
C (0.270, -0.102, -7.749)
C (0.754, 1.366, -7.912)
H (-0.830, -0.095, -7.668)
H (0.515, -0.743, -8.605)
H (1.715, 1.414, -8.438)
H (0.029, 1.949, -8.497)
C (-0.766, 2.635, -5.932)
H (-0.806, 3.156, -4.964)
H (-1.442, 1.768, -5.880)
H (-1.160, 3.320, -6.711)
C (1.754, 3.786, -6.253)
H (1.338, 4.441, -7.029)
H (2.841, 3.702, -6.382)
H (1.568, 4.229, -5.260)
C (-0.569, -2.247, -6.066)
H (-0.609, -2.734, -5.081)
H (-0.431, -3.036, -6.824)
H (-1.554, -1.795, -6.252)
C (2.103, -2.310, -6.639)
H (3.110, -1.890, -6.799)
H (1.786, -2.870, -7.531)
H (2.162, -3.016, -5.789)
Cd (2.758, 0.753, -5.449)
C (-0.817, 1.460, -2.004)
C (-1.644, 1.350, -3.057)
C (-2.045, 0.032, -3.621)
C (-2.298, -1.068, -2.551)
C (-1.273, -2.142, -2.397)
C (0.033, -1.921, -2.227)
C (0.643, -0.581, -2.475)
C (0.130, 0.461, -1.451)
C (0.213, -1.904, 1.801)
H (-0.901, 2.344, -1.342)
H (-1.950, 2.247, -3.613)
H (-1.289, -0.285, -4.350)
H (-2.968, 0.158, -4.203)
H (-2.516, -0.601, -1.577)
H (-3.224, -1.594, -2.831)
H (-1.666, -3.167, -2.354)
H (0.740, -2.734, -2.045)
H (0.393, -0.238, -3.485)
H (1.749, -0.633, -2.447)
H (-0.238, -0.094, -0.576)
H (1.001, 1.013, -1.070)
H (1.181, -2.218, 2.211)
H (0.218, -1.995, 0.709)
H (-0.583, -2.520, 2.239)
F (-0.533, 1.928, 2.031)
C (-0.828, 1.315, 3.203)
F (-0.644, 2.199, 4.219)
F (-2.140, 0.977, 3.162)
C (0.031, 0.016, 3.338)
O (-0.044, -0.508, 2.033)
C (1.504, 0.428, 3.663)
F (1.659, 0.848, 4.948)
F (2.337, -0.626, 3.477)
F (1.907, 1.407, 2.821)
C (-0.560, -0.891, 4.476)
F (-0.784, -0.183, 5.612)
F (-1.739, -1.443, 4.093)
F (0.282, -1.913, 4.772)

Mulliken population analysis, charges in e, atoms 1 to 6: 0.572, 0.755, -0.827, -0.981, 0.398, 0.452


This record from the Open Molecules 2025 dataset describes a molecular structure, C19H31ClN2OTi in a non-equilibrium geometry. The level of theory is ωB97M-V with the def2-TZVPD basis set.

## Properties
gap between HOMO and LUMO	7.13	eV
HOMO energy	-15.26	eV
LUMO level	-8.127	eV
electronic energy	-2236.4547	hartree
energy relative to the best compared isomer or geometry (same formula, charge and spin)	1.4	kcal per mole
total charge	+2
strongest force on any atom	0.02798	Eh/bohr

CARTESIAN COORDINATES (ANGSTROEM)
C (0.224, 0.736, -6.202)
C (1.606, 1.297, -6.564)
C (0.008, -0.599, -6.926)
C (-0.860, 1.735, -6.630)
Cl (0.116, 0.467, -4.304)
H (0.059, -0.436, -8.008)
H (-0.989, -1.013, -6.716)
H (0.797, -1.324, -6.678)
H (1.660, 1.455, -7.646)
H (2.408, 0.589, -6.307)
H (1.779, 2.275, -6.093)
H (-0.804, 1.889, -7.712)
H (-0.706, 2.718, -6.161)
H (-1.867, 1.349, -6.415)
C (1.714, -1.432, 0.901)
C (0.793, -2.162, 0.095)
C (0.788, -1.569, -1.203)
H (0.238, -3.053, 0.416)
C (1.711, -0.460, -1.203)
C (2.262, -0.364, 0.110)
H (3.020, 0.357, 0.441)
H (2.007, -1.708, 1.923)
H (0.264, -1.941, -2.090)
H (2.014, 0.123, -2.084)
C (-2.173, 1.026, 0.318)
C (-2.337, -0.245, 0.976)
C (-2.059, -1.286, 0.036)
H (-2.751, -0.406, 1.970)
C (-1.715, -0.662, -1.210)
C (-1.784, 0.775, -1.041)
H (-1.651, 1.511, -1.836)
H (-2.402, 2.000, 0.752)
H (-2.174, -2.350, 0.228)
H (-1.507, -1.157, -2.153)
Ti (-0.075, -0.052, 0.229)
C (2.626, 1.067, 3.270)
N (1.433, 0.684, 4.018)
C (1.678, 0.372, 5.438)
C (0.253, 0.539, 3.392)
O (0.211, 0.514, 2.088)
N (-0.902, 0.464, 4.130)
C (-1.158, -0.587, 5.129)
C (-1.991, 1.434, 3.965)
H (3.280, 1.624, 3.956)
H (2.366, 1.698, 2.414)
H (3.163, 0.170, 2.925)
H (1.011, 0.926, 6.115)
H (1.580, -0.709, 5.624)
H (2.702, 0.664, 5.629)
H (-0.996, -0.217, 6.152)
H (-2.207, -0.886, 5.038)
H (-0.521, -1.462, 4.937)
H (-1.884, 1.984, 3.029)
H (-2.950, 0.893, 3.977)
H (-2.003, 2.138, 4.811)

Mulliken population analysis, charges in e, atoms 1 to 6: 0.879, -1.364, -1.348, -1.355, -0.181, 0.378


This record from the Open Molecules 2025 dataset describes a molecular structure, C19H31CoN7O. The level of theory is ωB97M-V with the def2-TZVPD basis set.

## Properties
gap between HOMO and LUMO (spin up / spin down)	7.15 / 7.59	eV
2S+1	2
HOMO energy (spin up / spin down)	-13.30 / -13.30	eV
LUMO level (spin up / spin down)	-6.156 / -5.709	eV
electronic energy	-2583.4730	hartree
energy relative to the best compared isomer or geometry (same formula, charge and spin)	2.2	kcal per mole
total charge	+2
strongest force on any atom	0.01558	Eh/bohr

CARTESIAN COORDINATES (ANGSTROEM)
Co (-0.001, -0.633, -0.801)
N (-1.847, -1.632, -0.755)
C (-2.732, -0.918, -1.702)
C (-2.572, 0.549, -1.408)
N (-1.132, 0.926, -1.459)
C (-0.732, 1.235, -2.856)
C (0.772, 1.249, -2.975)
N (1.294, 0.002, -2.368)
C (-0.894, 2.100, -0.570)
C (-0.657, 1.635, 0.846)
N (0.441, 0.643, 0.785)
H (-1.778, -2.623, -0.987)
H (-2.248, -1.598, 0.180)
H (-3.776, -1.216, -1.608)
H (-2.412, -1.163, -2.715)
H (-2.942, 0.755, -0.402)
H (-3.153, 1.167, -2.097)
H (-1.161, 2.187, -3.178)
H (-1.144, 0.458, -3.503)
H (1.212, 2.092, -2.445)
H (1.062, 1.348, -4.021)
H (2.276, 0.119, -2.134)
H (1.277, -0.744, -3.060)
H (-1.731, 2.799, -0.628)
H (-0.010, 2.632, -0.921)
H (-1.537, 1.144, 1.262)
H (-0.423, 2.484, 1.487)
H (0.572, 0.188, 1.684)
H (1.320, 1.121, 0.602)
C (-3.485, -5.511, -3.829)
C (-2.692, -5.900, -2.606)
C (-1.893, -7.035, -2.589)
C (-1.173, -7.401, -1.460)
C (-1.234, -6.636, -0.306)
N (-0.476, -7.081, 0.820)
C (-0.259, -6.426, 2.003)
O (-0.213, -6.943, 3.085)
N (-0.090, -5.026, 1.871)
C (0.578, -4.354, 0.863)
C (1.410, -4.961, -0.086)
C (2.042, -4.179, -1.028)
C (1.798, -2.819, -1.070)
N (0.961, -2.232, -0.202)
C (0.397, -2.982, 0.757)
C (-2.042, -5.504, -0.296)
C (-2.755, -5.152, -1.437)
H (-3.449, -6.291, -4.587)
H (-3.097, -4.596, -4.280)
H (-4.532, -5.337, -3.579)
H (-1.835, -7.659, -3.473)
H (-0.562, -8.297, -1.478)
H (-0.381, -8.083, 0.921)
H (-0.206, -4.548, 2.753)
H (1.581, -6.026, -0.056)
H (2.728, -4.623, -1.736)
H (2.291, -2.186, -1.791)
H (-0.228, -2.462, 1.476)
H (-2.178, -4.939, 0.618)
H (-3.426, -4.297, -1.397)

Mulliken population analysis, charges in e, atoms 1 to 6: -0.014, -0.248, -0.610, -1.180, 1.312, -0.768


- Which formula does entry 4 have?
  C19H31CdF9OP2


- Among the records above, which one has the highest strongest force on any atom?
  C19H31Br21O6S3


- electronic energy of number 4 (C19H31CdF9OP2)?
  -2566.9140 hartree